No. 1
Here is C24H50Br2ClF3N6O5P2SSi2 as an isolated structure in a non-equilibrium geometry from OMol25. Energies are from the ωB97M-V functional and the def2-TZVPD basis.

- LUMO level: -0.26 eV
- Total energy: -9216.8081 Eh
- Molar mass: 905.14 g mol⁻¹
- F_max: 0.1489 Eh/bohr
- HOMO: -8.09 eV

Each line ends with the Löwdin charge.
Cartesian coordinates (Å):
C -1.032 2.438 5.623  0.05
C -1.045 2.067 4.477  -0.14
Si -0.823 1.557 2.709  0.41
C 0.780 0.638 2.623  -0.15
C 1.640 -0.173 2.387  0.08
C -2.312 0.519 2.170  -0.22
C -3.211 1.285 1.155  -0.26
C -4.465 0.515 0.725  -0.80
F -5.478 0.574 1.622  0.03
Br -5.125 1.354 -0.935  0.81
C -4.228 -0.993 0.383  -0.93
F -5.331 -1.441 -0.252  -0.01
F -4.111 -1.746 1.477  0.07
Br -2.736 -1.312 -0.820  0.85
O -0.856 2.988 1.808  -0.31
Si 0.145 3.057 0.474  0.10
Cl 2.068 3.693 0.984  0.38
C 0.169 1.521 -0.594  -0.26
C 0.415 1.800 -2.076  -0.24
C 1.300 2.657 -2.574  -0.03
S -0.697 4.698 -0.763  0.50
C -1.697 5.701 0.378  -0.17
O 0.342 5.486 -1.389  -0.38
O -1.655 4.167 -1.719  -0.37
H -0.893 3.025 6.508  0.03
H 2.350 -0.973 2.322  0.04
H -2.904 0.313 3.075  0.09
H -1.943 -0.434 1.761  0.05
H -3.573 2.196 1.659  0.13
H -2.657 1.623 0.274  0.07
H 1.008 0.896 -0.229  0.08
H -0.726 0.898 -0.444  0.03
H -0.229 1.273 -2.788  0.10
H 1.037 3.157 -3.510  0.08
H 2.247 2.940 -2.110  0.07
H -2.300 6.404 -0.209  0.07
H -1.096 6.169 1.165  0.07
H -2.410 4.992 0.826  0.05
O 1.888 2.200 -6.657  -0.30
P 1.872 0.934 -7.487  0.72
N 2.644 -0.075 -6.318  -0.32
C 3.730 -1.010 -6.532  -0.13
C 1.922 -0.289 -5.070  -0.14
N 2.992 1.476 -8.677  -0.33
C 4.177 0.762 -9.109  -0.15
C 3.237 2.911 -8.768  -0.14
N 1.489 -0.427 -8.535  -0.27
C 0.803 0.007 -9.782  -0.13
C 0.599 -1.447 -7.938  -0.13
H 3.513 -1.767 -7.298  0.07
H 3.971 -1.557 -5.620  0.08
H 4.651 -0.493 -6.805  0.06
H 1.104 -1.016 -5.184  0.06
H 1.481 0.643 -4.713  0.05
H 2.576 -0.640 -4.271  0.08
H 5.026 0.944 -8.439  0.08
H 4.473 1.092 -10.111  0.08
H 4.010 -0.310 -9.196  0.07
H 3.919 3.255 -7.983  0.08
H 2.309 3.472 -8.692  0.07
H 3.674 3.166 -9.737  0.08
H -0.152 0.495 -9.566  0.08
H 0.618 -0.851 -10.430  0.08
H 1.410 0.701 -10.357  0.07
H -0.305 -1.004 -7.511  0.09
H 1.108 -2.017 -7.162  0.06
H 0.302 -2.179 -8.689  0.08
O -1.161 -0.805 5.780  -0.31
P -1.068 -1.967 6.745  0.72
N 0.650 -1.943 6.912  -0.32
C 1.562 -3.067 6.862  -0.13
C 1.226 -0.747 7.516  -0.13
N -1.553 -3.182 5.622  -0.33
C -0.842 -4.417 5.353  -0.14
C -2.228 -2.745 4.406  -0.14
N -1.266 -3.145 8.036  -0.27
C -2.692 -3.528 8.226  -0.13
C -0.803 -2.699 9.369  -0.13
H 1.329 -3.855 7.590  0.07
H 2.588 -2.758 7.064  0.08
H 1.590 -3.511 5.866  0.06
H 1.104 -0.731 8.609  0.06
H 0.749 0.153 7.122  0.06
H 2.289 -0.651 7.294  0.08
H -0.037 -4.270 4.623  0.08
H -1.527 -5.166 4.941  0.08
H -0.432 -4.867 6.255  0.07
H -1.517 -2.357 3.666  0.08
H -2.962 -1.971 4.622  0.07
H -2.778 -3.573 3.951  0.08
H -3.304 -2.667 8.512  0.08
H -2.779 -4.291 9.002  0.08
H -3.119 -3.958 7.324  0.07
H -1.224 -1.728 9.645  0.09
H 0.283 -2.634 9.415  0.07
H -1.084 -3.425 10.132  0.08


No. 2
Here is a 3-piece molecular cluster, C24H50N2O6P overall in a non-equilibrium geometry from OMol25. Energies are from the ωB97M-V functional and the def2-TZVPD basis.

- LUMO level: 2.59 eV
- Total energy: -1846.7244 Eh
- Molar mass: 493.65 g mol⁻¹
- Total charge: -1
- F_max: 0.1113 Eh/bohr
- HOMO: -4.32 eV

Each line ends with the Löwdin charge.
Cartesian coordinates (Å):
C 3.691 -4.083 -0.006  0.04
C 2.474 -4.113 -0.168  -0.09
C 0.888 -4.010 -0.199  -0.13
N 0.560 -2.630 -0.632  -0.14
O 1.391 -1.717 -0.023  -0.13
C 1.955 -0.926 -1.091  -0.15
C 2.895 0.247 -0.582  -0.27
C 2.063 1.632 -0.545  -0.08
C 4.098 0.473 -1.607  -0.38
C 3.608 0.569 -3.129  -0.09
C 5.306 -0.579 -1.408  -0.08
C -0.883 -2.287 -0.473  -0.41
N -1.731 -3.389 0.010  0.06
C -1.459 -1.877 -1.921  -0.12
P -2.968 -0.777 -1.870  0.61
O -2.653 0.700 -2.026  -0.35
O -3.945 -1.148 -3.215  -0.22
O -3.932 -0.974 -0.497  -0.19
C -0.982 -1.081 0.595  -0.58
O -1.290 -1.290 1.803  -0.07
O -0.775 0.193 0.235  -0.13
H 4.683 -4.275 0.483  0.04
H 0.557 -4.273 0.850  0.12
H 0.544 -4.763 -0.978  0.13
H 2.593 -1.604 -1.754  0.12
H 1.180 -0.464 -1.770  0.11
H 3.352 0.041 0.434  0.14
H 1.792 1.897 0.517  0.08
H 1.111 1.571 -1.169  0.08
H 2.685 2.459 -1.033  0.06
H 4.550 1.490 -1.364  0.10
H 4.372 1.180 -3.697  0.07
H 3.529 -0.438 -3.635  0.08
H 2.623 1.138 -3.158  0.08
H 5.787 -0.757 -2.421  0.07
H 4.873 -1.530 -0.981  0.05
H 6.053 -0.083 -0.706  0.07
H -1.545 -3.622 0.990  0.08
H -2.729 -3.167 -0.050  0.07
H -0.705 -1.362 -2.579  0.10
H -1.750 -2.839 -2.465  0.10
H -4.264 -0.274 -3.528  0.06
H -3.818 -0.164 0.046  0.09
C 4.159 4.189 1.975  -0.10
C 4.322 5.293 0.939  -0.27
C 5.170 4.871 -0.263  -0.22
C 6.620 4.502 0.061  -0.23
C 7.429 5.598 0.754  -0.28
C 7.588 6.855 -0.093  -0.12
H 5.119 3.890 2.402  0.07
H 3.525 4.533 2.795  0.07
H 3.689 3.309 1.531  0.06
H 4.748 6.184 1.413  0.09
H 3.330 5.584 0.579  0.11
H 5.153 5.676 -1.004  0.10
H 4.693 4.010 -0.746  0.09
H 7.122 4.226 -0.873  0.11
H 6.638 3.604 0.687  0.10
H 8.426 5.204 0.982  0.10
H 6.978 5.860 1.716  0.10
H 8.086 6.625 -1.039  0.07
H 8.194 7.595 0.436  0.07
H 6.624 7.316 -0.315  0.06
C -9.686 -3.250 3.441  -0.12
C -8.185 -3.121 3.215  -0.27
C -7.813 -1.957 2.294  -0.23
C -8.356 -2.059 0.866  -0.23
C -7.946 -3.318 0.104  -0.27
C -6.440 -3.431 -0.104  -0.11
H -10.220 -3.451 2.509  0.06
H -9.895 -4.077 4.125  0.07
H -10.093 -2.336 3.881  0.07
H -7.790 -4.062 2.821  0.10
H -7.698 -2.967 4.183  0.10
H -6.723 -1.868 2.266  0.10
H -8.178 -1.024 2.738  0.11
H -8.018 -1.179 0.306  0.11
H -9.449 -2.000 0.885  0.10
H -8.432 -3.307 -0.878  0.10
H -8.313 -4.215 0.614  0.09
H -6.055 -2.572 -0.658  0.06
H -6.205 -4.333 -0.674  0.07
H -5.905 -3.492 0.846  0.07


No. 3
Here is a 6-piece molecular cluster, C24H50N6O9S overall in a non-equilibrium geometry from OMol25. Energies are from the ωB97M-V functional and the def2-TZVPD basis.

- LUMO level: 0.56 eV
- Total energy: -2348.2386 Eh
- Molar mass: 598.76 g mol⁻¹
- F_max: 0.0670 Eh/bohr
- HOMO: -8.98 eV

Each line ends with the Löwdin charge.
Cartesian coordinates (Å):
C 3.724 -1.631 0.658  0.12
C 4.782 -1.046 0.708  -0.26
O 6.107 -0.629 0.514  -0.26
S 6.019 1.052 0.188  1.01
O 7.327 1.407 -0.404  -0.41
O 4.833 1.282 -0.967  -0.37
C 4.641 2.717 -1.194  -0.23
C 3.109 3.139 -1.075  -0.15
C 2.363 2.211 0.002  -0.17
C 0.993 2.812 0.516  -0.22
N -0.192 2.465 -0.314  -0.12
C -1.381 2.913 0.519  -0.06
C -0.376 1.024 -0.451  -0.46
C -1.198 0.560 -1.731  -0.02
O 0.061 0.178 0.322  0.05
H 2.842 -2.315 0.692  0.07
H 5.322 3.312 -0.506  0.11
H 4.961 2.894 -2.274  0.12
H 2.573 3.014 -2.063  0.12
H 3.088 4.221 -0.760  0.11
H 2.313 1.150 -0.362  0.10
H 3.062 2.197 0.907  0.12
H 0.856 2.582 1.627  0.13
H 1.096 3.947 0.458  0.12
H -2.314 3.055 -0.093  0.09
H -1.590 2.053 1.239  0.09
H -1.109 3.820 1.124  0.09
H -2.076 1.264 -1.884  0.08
H -1.578 -0.490 -1.607  0.08
H -0.523 0.605 -2.649  0.09
C -5.090 -1.611 0.114  -0.02
C -3.967 -0.637 0.350  -0.52
O -3.716 0.279 -0.428  0.00
N -3.217 -0.799 1.473  0.01
C -3.361 -1.810 2.499  -0.07
H -5.597 -1.358 -0.815  0.07
H -4.695 -2.624 0.029  0.10
H -5.809 -1.553 0.925  0.07
H -2.481 -0.115 1.571  0.12
H -3.538 -1.311 3.455  0.08
H -2.429 -2.377 2.560  0.08
H -4.183 -2.492 2.292  0.08
C -8.252 -2.495 -1.310  0.00
C -8.318 -2.688 0.185  -0.52
O -7.312 -2.827 0.872  0.00
N -9.547 -2.706 0.763  0.02
C -10.835 -2.559 0.119  -0.08
H -7.212 -2.503 -1.630  0.07
H -8.776 -3.308 -1.816  0.09
H -8.690 -1.534 -1.583  0.09
H -9.521 -2.838 1.767  0.10
H -11.342 -1.694 0.552  0.09
H -11.426 -3.456 0.320  0.08
H -10.745 -2.422 -0.956  0.07
C -10.929 -4.320 4.486  -0.01
C -9.809 -3.338 4.720  -0.54
O -9.566 -2.426 3.941  0.02
N -9.059 -3.492 5.842  0.01
C -9.193 -4.501 6.873  -0.08
H -11.437 -4.072 3.555  0.08
H -10.529 -5.332 4.402  0.09
H -11.653 -4.264 5.300  0.09
H -8.328 -2.802 5.936  0.14
H -9.373 -4.000 7.827  0.08
H -8.257 -5.060 6.935  0.08
H -10.009 -5.190 6.671  0.07
C 7.293 5.750 -5.185  -0.01
C 6.797 4.508 -4.489  -0.55
O 5.699 4.020 -4.728  0.02
N 7.614 3.931 -3.570  0.01
C 8.935 4.358 -3.154  -0.07
H 6.536 6.096 -5.888  0.08
H 7.475 6.541 -4.456  0.08
H 8.206 5.528 -5.741  0.08
H 7.218 3.105 -3.144  0.13
H 9.640 3.548 -3.355  0.08
H 8.914 4.553 -2.080  0.08
H 9.260 5.255 -3.676  0.07
C 11.526 -1.259 -2.767  -0.01
C 10.886 -0.016 -2.203  -0.55
O 11.082 1.093 -2.683  0.02
N 10.069 -0.160 -1.127  0.01
C 9.720 -1.378 -0.429  -0.07
H 12.148 -0.990 -3.620  0.08
H 12.158 -1.731 -2.013  0.08
H 10.757 -1.956 -3.107  0.08
H 9.674 0.712 -0.801  0.11
H 8.635 -1.503 -0.471  0.07
H 10.026 -1.280 0.615  0.09
H 10.199 -2.253 -0.862  0.07


Q: What is the molar mass in the third record?
A: 598.76 g mol⁻¹


Q: Which value of total energy does entry 1 give?
A: -9216.8081 Eh


Q: Which formula does entry 2 have?
A: C24H50N2O6P


Q: Which of these has the lowest total energy?
A: C24H50Br2ClF3N6O5P2SSi2